This record from the Open Molecules 2025 dataset describes a structure of composition C8H24B2CaF8O4. The level of theory is the ωB97M-V functional and the def2-TZVPD basis.

Cartesian coordinates (Å):
Ca (0.522, -0.136, 0.359)
B (4.113, -1.029, 1.700)
F (5.407, -1.554, 1.731)
F (3.976, -0.090, 2.755)
F (3.813, -0.360, 0.545)
F (3.122, -1.977, 1.843)
B (-3.391, -0.334, -0.186)
F (-2.668, -1.276, 0.512)
F (-3.959, -0.866, -1.341)
F (-4.403, 0.128, 0.606)
F (-2.497, 0.693, -0.417)
C (2.105, 2.488, -4.767)
C (2.340, 1.200, -3.994)
O (1.194, 0.830, -3.258)
H (1.659, 2.185, -5.714)
H (3.063, 2.979, -4.935)
H (1.476, 3.154, -4.176)
H (3.079, 1.501, -3.252)
H (2.749, 0.412, -4.626)
H (0.487, 0.695, -3.893)
C (-0.846, 4.974, -0.909)
C (-0.198, 4.383, 0.310)
O (0.762, 3.484, -0.103)
H (-1.176, 4.273, -1.675)
H (-0.145, 5.714, -1.296)
H (-1.667, 5.568, -0.508)
H (-0.938, 3.924, 0.966)
H (0.275, 5.164, 0.905)
H (1.547, 3.920, -0.441)
C (-1.612, -5.132, -1.507)
C (-0.373, -4.844, -0.688)
O (0.125, -3.608, -1.066)
H (-2.468, -4.508, -1.247)
H (-2.091, -6.086, -1.286)
H (-1.518, -5.061, -2.590)
H (0.349, -5.660, -0.663)
H (-0.641, -4.722, 0.362)
H (0.275, -3.729, -2.006)
C (-2.094, -0.882, 5.343)
C (-0.751, -1.068, 4.639)
O (-0.549, 0.028, 3.770)
H (-2.288, -1.788, 5.918)
H (-2.904, -0.727, 4.630)
H (-2.060, -0.071, 6.070)
H (-0.766, -1.863, 3.894)
H (0.082, -1.123, 5.340)
H (-0.520, 0.794, 4.348)

F_max: 2.9 eV Å⁻¹
M: 397.96 g/mol
gap between HOMO and LUMO: 8.8 eV
total charge: 0
E_HOMO: -11.23 eV

***

This record from the Open Molecules 2025 dataset describes a structure of composition C8H24Ba2NO7. The level of theory is the ωB97M-V functional and the def2-TZVPD basis.

Cartesian coordinates (Å):
Ba (-7.498, -11.885, 20.484)
Ba (-10.351, -8.179, 12.572)
N (-8.991, -5.934, 18.576)
O (-9.578, -6.133, 17.509)
O (-8.405, -6.859, 19.075)
O (-8.985, -4.796, 19.071)
C (-2.307, -5.564, 20.608)
C (-2.727, -4.745, 19.433)
O (-1.694, -3.896, 18.958)
H (-1.676, -6.415, 20.352)
H (-3.218, -5.907, 21.099)
H (-1.708, -5.023, 21.340)
H (-3.533, -4.060, 19.696)
H (-3.079, -5.371, 18.613)
H (-1.985, -3.310, 18.256)
C (-16.235, -5.462, 16.990)
C (-17.498, -5.267, 16.144)
O (-17.423, -4.090, 15.408)
H (-15.361, -5.495, 16.339)
H (-16.194, -6.346, 17.626)
H (-16.103, -4.661, 17.718)
H (-18.362, -5.282, 16.809)
H (-17.671, -6.075, 15.433)
H (-16.919, -4.273, 14.612)
C (-13.504, -1.962, 24.386)
C (-12.405, -2.804, 23.690)
O (-11.224, -2.072, 23.431)
H (-14.292, -2.556, 24.850)
H (-13.980, -1.270, 23.691)
H (-13.059, -1.424, 25.222)
H (-12.836, -3.176, 22.760)
H (-12.321, -3.746, 24.232)
H (-10.771, -2.420, 22.659)
C (-12.344, -0.655, 16.406)
C (-11.555, 0.187, 17.463)
O (-10.163, -0.104, 17.381)
H (-12.280, -1.742, 16.362)
H (-12.131, -0.254, 15.415)
H (-13.393, -0.411, 16.569)
H (-11.825, 0.065, 18.512)
H (-11.726, 1.246, 17.266)
H (-10.059, -1.030, 17.614)

F_max: 3.8 eV Å⁻¹
M: 520.94 g/mol
gap between HOMO and LUMO: 2.2 eV
total charge: +3
E_HOMO: -13.42 eV

***

This record from the Open Molecules 2025 dataset describes a cluster of 3 separate species, C8H24BrN2O2 in total. The level of theory is the ωB97M-V functional and the def2-TZVPD basis.

Cartesian coordinates (Å):
C (22.735, 3.642, 11.334)
C (21.460, 2.899, 11.004)
C (21.692, 1.661, 10.165)
O (22.300, 0.688, 10.960)
C (22.635, -0.495, 10.231)
N (20.840, 2.473, 12.305)
H (20.572, 3.295, 12.838)
H (19.957, 1.929, 12.135)
H (21.430, 1.825, 12.828)
H (22.658, 4.545, 11.933)
H (23.196, 3.944, 10.387)
H (23.492, 2.947, 11.703)
H (20.715, 3.499, 10.482)
H (22.297, 1.955, 9.293)
H (20.743, 1.322, 9.727)
H (23.438, -0.974, 10.784)
H (22.965, -0.264, 9.217)
H (21.768, -1.157, 10.196)
C (16.330, 5.650, 11.826)
C (15.689, 5.726, 10.462)
C (16.263, 4.724, 9.486)
O (17.569, 5.119, 9.196)
C (18.296, 4.035, 8.611)
N (14.189, 5.436, 10.571)
H (13.766, 5.851, 11.400)
H (13.738, 5.802, 9.731)
H (14.012, 4.428, 10.545)
H (17.370, 5.948, 11.746)
H (16.298, 4.606, 12.156)
H (15.785, 6.220, 12.580)
H (15.708, 6.730, 10.037)
H (15.712, 4.680, 8.530)
H (16.257, 3.724, 9.953)
H (17.752, 3.580, 7.784)
H (18.395, 3.284, 9.404)
H (19.301, 4.403, 8.424)
Br (18.135, 1.125, 11.056)

F_max: 1.6 eV Å⁻¹
M: 260.20 g/mol
gap between HOMO and LUMO: 7.2 eV
total charge: +1
E_HOMO: -10.45 eV

***

This record from the Open Molecules 2025 dataset describes a structure of composition C8H24ClI2OP2STi. The level of theory is the ωB97M-V functional and the def2-TZVPD basis.

Cartesian coordinates (Å):
I (0.020, -0.742, -3.405)
I (0.064, 1.921, -4.206)
Ti (0.258, 0.305, -0.270)
P (-2.359, 1.062, -0.020)
C (-3.424, 0.955, -1.509)
C (-3.303, -0.116, 1.029)
H (-4.348, 0.177, 0.997)
H (-4.297, 2.251, 0.754)
H (-2.946, -0.058, 2.063)
H (-2.845, 2.810, 1.654)
H (-3.198, 0.024, -2.049)
H (-3.201, -1.143, 0.655)
C (-3.234, 2.538, 0.655)
H (-4.453, 0.974, -1.149)
H (-3.158, 3.405, -0.031)
H (-3.211, 1.812, -2.166)
P (2.678, 1.115, 0.112)
C (3.523, 0.895, -1.471)
C (3.384, 2.699, 0.676)
H (3.309, -0.055, 2.169)
H (4.726, 0.519, 1.249)
H (3.861, -0.959, 0.703)
C (3.746, 0.038, 1.166)
H (2.923, 2.998, 1.630)
H (4.463, 2.559, 0.836)
H (4.610, 0.884, -1.267)
H (3.246, 1.717, -2.150)
H (3.217, 3.492, -0.066)
H (3.193, -0.052, -1.938)
Cl (0.138, 0.291, 2.031)
C (0.085, -3.004, 1.616)
S (0.591, -3.015, -0.140)
C (-0.888, -3.812, -0.763)
O (0.265, -1.468, -0.528)
H (0.364, -3.988, 1.963)
H (-1.005, -2.833, 1.686)
H (0.662, -2.243, 2.162)
H (-1.786, -3.578, -0.157)
H (-1.025, -3.488, -1.801)
H (-0.647, -4.887, -0.721)

F_max: 3.2 eV Å⁻¹
multiplicity: 2
M: 567.42 g/mol
gap between HOMO and LUMO (spin up / spin down): 7.1 / 7.4 eV
total charge: +2
E_HOMO (spin up / spin down): -15.34 / -15.58 eV

***

This record from the Open Molecules 2025 dataset describes a structure of composition C8H24ClO8Sr. The level of theory is the ωB97M-V functional and the def2-TZVPD basis.

Cartesian coordinates (Å):
Sr (-0.166, 1.283, 0.640)
Cl (-1.582, 3.995, 4.273)
C (1.868, 5.135, -2.126)
C (2.408, 5.707, -0.814)
O (2.389, 4.625, 0.111)
O (0.550, 4.608, -1.968)
H (2.481, 4.272, -2.384)
H (1.910, 5.850, -2.948)
H (1.688, 6.438, -0.445)
H (3.425, 6.095, -0.853)
H (2.578, 4.981, 0.982)
H (0.015, 5.404, -1.930)
C (2.627, -3.868, 2.381)
C (1.643, -4.842, 3.157)
O (0.302, -4.685, 2.586)
O (2.339, -2.498, 2.650)
H (2.522, -3.830, 1.297)
H (3.667, -4.132, 2.570)
H (1.628, -4.524, 4.200)
H (1.945, -5.889, 3.130)
H (0.310, -5.232, 1.797)
H (2.816, -2.152, 3.408)
C (1.990, -1.183, -3.550)
C (0.733, -1.948, -3.583)
O (-0.396, -1.498, -2.845)
O (2.317, -0.737, -2.227)
H (1.911, -0.268, -4.136)
H (2.637, -1.924, -4.019)
H (0.924, -2.979, -3.286)
H (0.447, -1.933, -4.635)
H (-1.136, -1.920, -3.287)
H (3.276, -0.714, -2.189)
C (-5.533, 0.491, 1.234)
C (-5.059, -0.890, 1.776)
O (-3.732, -0.874, 2.184)
O (-4.514, 0.953, 0.385)
H (-5.541, 1.244, 2.022)
H (-6.495, 0.429, 0.726)
H (-5.185, -1.633, 0.988)
H (-5.638, -1.182, 2.653)
H (-3.306, -1.734, 2.191)
H (-5.063, 1.560, -0.117)

F_max: 2.7 eV Å⁻¹
M: 371.34 g/mol
gap between HOMO and LUMO: 4.0 eV
total charge: +1
E_HOMO: -9.66 eV

***

This record from the Open Molecules 2025 dataset describes a structure of composition C8H24FK3O4. The level of theory is the ωB97M-V functional and the def2-TZVPD basis.

Cartesian coordinates (Å):
K (2.458, 4.566, -0.872)
K (5.228, 1.268, 0.729)
K (4.121, 1.343, -4.422)
F (2.156, 0.912, -1.088)
C (2.602, -1.997, 3.013)
C (2.762, -1.209, 4.273)
O (4.027, -0.408, 4.099)
H (2.719, -1.411, 2.101)
H (1.639, -2.499, 2.923)
H (3.360, -2.779, 3.052)
H (2.860, -1.796, 5.186)
H (1.933, -0.532, 4.476)
H (3.929, 0.469, 4.477)
C (-2.316, 4.037, -3.985)
C (-1.519, 3.091, -3.081)
O (-0.344, 2.671, -3.634)
H (-1.734, 4.890, -4.334)
H (-3.173, 4.307, -3.369)
H (-2.642, 3.537, -4.897)
H (-2.132, 2.199, -2.957)
H (-1.323, 3.537, -2.105)
H (0.122, 2.158, -2.970)
C (-1.713, -4.094, -1.310)
C (-0.370, -3.327, -1.222)
O (-0.467, -2.096, -1.904)
H (-2.473, -3.359, -1.046)
H (-1.806, -4.838, -0.519)
H (-1.913, -4.430, -2.327)
H (0.416, -3.895, -1.719)
H (-0.146, -2.954, -0.223)
H (0.085, -1.403, -1.536)
C (-2.313, -0.205, 2.171)
C (-1.828, 0.907, 1.375)
O (-0.459, 1.314, 1.576)
H (-1.550, -0.855, 2.599)
H (-3.073, -0.814, 1.683)
H (-2.844, 0.355, 2.942)
H (-2.447, 1.795, 1.501)
H (-2.041, 0.579, 0.358)
H (0.214, 0.966, 0.986)

F_max: 3.4 eV Å⁻¹
M: 320.57 g/mol
gap between HOMO and LUMO: 5.7 eV
total charge: +2
E_HOMO: -13.37 eV